117
Properties=species:S:1:pos:R:3:lowdin_charge:R:1 method="wB97M-V/def2-TZVPD" orbital_gap_ev=6.528 homo_ev=-8.1
C 0.947 5.674 3.321 -0.19
C 1.184 4.360 2.315 -0.40
P 0.006 2.940 2.860 0.93
C 1.198 1.533 3.449 -0.31
N -0.994 2.380 1.477 -0.22
C -1.642 3.617 0.828 -0.28
O -1.183 4.271 -0.242 -0.03
C -2.996 3.850 1.723 -0.03
C -3.987 5.141 1.926 0.03
C -5.306 4.896 2.921 0.02
C -5.594 3.427 3.657 -0.18
N -6.806 3.146 4.535 -0.01
C -4.541 2.144 3.459 0.07
C -3.235 2.408 2.466 -0.02
C -2.015 1.394 2.048 -0.29
O -1.890 0.069 2.194 -0.01
H 1.993 6.131 3.665 0.08
H 0.353 6.532 2.768 0.08
H 0.357 5.260 4.253 0.05
H 2.329 4.083 2.423 0.09
H 0.961 4.637 1.200 0.07
H 0.637 0.698 4.049 0.04
H 1.994 2.012 4.185 0.06
H 1.769 1.050 2.521 0.06
H -3.753 6.157 1.388 0.11
H -6.086 5.749 3.098 0.07
H -6.976 2.107 4.498 0.08
H -6.472 3.335 5.522 0.10
H -4.709 1.094 3.960 0.10
N -0.584 0.500 -4.922 0.02
C -0.960 1.788 -5.075 -0.15
C -1.220 2.646 -4.018 -0.07
C -1.090 2.154 -2.724 -0.06
C -0.706 0.830 -2.534 -0.06
C -0.465 0.051 -3.654 -0.14
H -1.050 2.124 -6.104 0.11
H -1.516 3.673 -4.200 0.10
H -1.287 2.796 -1.870 0.07
H -0.597 0.416 -1.538 0.10
H -0.159 -0.987 -3.557 0.08
N -9.117 8.661 4.166 0.05
C -8.373 7.549 4.351 -0.16
C -8.724 6.298 3.868 -0.09
C -9.912 6.177 3.155 -0.07
C -10.701 7.305 2.950 -0.08
C -10.265 8.513 3.469 -0.15
H -7.457 7.694 4.916 0.10
H -8.087 5.439 4.044 0.06
H -10.221 5.213 2.763 0.11
H -11.633 7.244 2.400 0.10
H -10.843 9.422 3.333 0.10
N 2.898 -0.324 -8.735 0.05
C 1.903 -0.330 -7.821 -0.14
C 1.833 0.550 -6.753 -0.07
C 2.845 1.494 -6.609 -0.07
C 3.883 1.524 -7.534 -0.10
C 3.865 0.605 -8.571 -0.17
H 1.139 -1.086 -7.974 0.10
H 1.009 0.501 -6.050 0.05
H 2.824 2.199 -5.784 0.11
H 4.687 2.246 -7.450 0.10
H 4.651 0.590 -9.320 0.10
N -0.874 -3.393 -3.040 0.05
C -0.130 -4.505 -2.856 -0.15
C -0.481 -5.756 -3.339 -0.08
C -1.669 -5.877 -4.051 -0.08
C -2.458 -4.749 -4.256 -0.08
C -2.022 -3.541 -3.738 -0.15
H 0.786 -4.360 -2.291 0.09
H 0.156 -6.615 -3.163 0.09
H -1.978 -6.841 -4.444 0.10
H -3.390 -4.810 -4.807 0.10
H -2.600 -2.632 -3.874 0.10
N -2.176 1.594 6.834 0.06
C -2.686 0.344 6.780 -0.16
C -3.513 -0.193 7.754 -0.08
C -3.835 0.596 8.853 -0.08
C -3.324 1.887 8.937 -0.08
C -2.508 2.337 7.912 -0.15
H -2.403 -0.234 5.905 0.10
H -3.896 -1.203 7.658 0.10
H -4.479 0.208 9.637 0.10
H -3.556 2.527 9.781 0.10
H -2.087 3.339 7.930 0.10
N 2.024 -6.620 -1.137 0.06
C 1.482 -7.715 -0.561 -0.15
C 2.166 -8.905 -0.372 -0.08
C 3.486 -8.981 -0.803 -0.08
C 4.071 -7.870 -1.403 -0.08
C 3.307 -6.723 -1.544 -0.15
H 0.448 -7.607 -0.244 0.11
H 1.681 -9.752 0.100 0.10
H 4.054 -9.897 -0.674 0.11
H 5.098 -7.897 -1.750 0.10
H 3.720 -5.829 -2.003 0.10
N 4.568 -8.748 3.269 0.06
C 5.815 -9.092 3.662 -0.15
C 6.959 -8.410 3.280 -0.08
C 6.820 -7.310 2.440 -0.08
C 5.550 -6.932 2.017 -0.08
C 4.465 -7.674 2.456 -0.16
H 5.871 -9.959 4.313 0.10
H 7.935 -8.729 3.628 0.10
H 7.694 -6.751 2.119 0.10
H 5.408 -6.080 1.362 0.10
H 3.453 -7.417 2.156 0.10
N 9.768 1.773 -5.985 0.05
C 9.251 1.450 -7.191 -0.15
C 7.968 0.957 -7.373 -0.08
C 7.166 0.780 -6.250 -0.08
C 7.671 1.102 -4.995 -0.08
C 8.964 1.592 -4.914 -0.16
H 9.917 1.603 -8.035 0.10
H 7.604 0.717 -8.365 0.10
H 6.156 0.395 -6.354 0.09
H 7.071 0.975 -4.101 0.10
H 9.402 1.861 -3.957 0.10